--- one ---
ORCA calculation (ωB97M-V/def2-TZVPD) on 2 unconnected molecules or ions with the total composition C4H7O2P.

Atoms and positions in Å:
C 0.10712 1.93308 -2.02986
C 0.16320 1.94042 -0.83559
C -0.13583 -2.46379 -0.61905
C 0.15130 1.69004 0.61344
O -1.96847 -1.02372 1.14118
O 1.08083 0.63857 0.95873
P -0.79860 -1.85925 0.85526
H 0.00647 1.98697 -3.10484
H 0.66173 -3.26862 -0.39604
H -0.09635 -1.76317 -1.40501
H -0.91987 1.24618 0.82233
H 0.35791 2.73104 1.10924
H 1.99944 1.01390 0.86807
H -0.60889 -2.80164 2.02212

Gap between HOMO and LUMO: 9.164 eV

---

--- two ---
ORCA calculation (ωB97M-V/def2-TZVPD) on C4H7O2P in the gas phase.

Atoms and positions in Å:
H 1.48675 -1.36720 -2.25479
P 0.31141 -0.77284 -2.79984
C -0.16705 0.06036 -1.23992
C -1.35402 0.93192 -1.25791
O 0.37442 -0.40195 -0.11847
C 0.33296 0.18925 1.11809
C 0.81121 -0.71813 2.09946
O -0.04903 1.33033 1.31872
H -1.00932 1.89223 -0.77901
H -2.27682 0.49327 -0.82403
H -1.32066 1.29068 -2.23155
H 1.30036 -1.51861 1.49904
H -0.00696 -1.15524 2.64192
H 1.56673 -0.25407 2.82828

SMILES string: [H]/P=C(/C)OC(C)=O
Gap between HOMO and LUMO: 8.216 eV

---

The structure with the least stability is one.

---

--- one ---
ORCA calculation (ωB97M-V/def2-TZVPD) on C5H7FO2 in the gas phase.

Atoms and positions in Å:
O -1.37788 2.49013 -0.18733
C -0.38064 2.00024 0.69008
C 0.27850 0.79835 0.02978
C -0.05540 -0.44157 0.47087
F -1.07664 -0.59771 1.32656
C 0.58679 -1.68902 0.10889
C 0.55061 -2.22045 -1.26503
O -0.27220 -2.71593 -0.28310
H -1.51674 3.42724 0.08501
H -0.81325 1.83442 1.70116
H 0.41406 2.73624 0.80967
H 1.04509 0.89990 -0.78547
H 1.35003 -2.06153 0.80679
H 1.28082 -2.91042 -1.59710
H -0.01314 -1.54986 -1.91079

SMILES string: OC/C=C(\F)[C@@H]1CO1
Gap between HOMO and LUMO: 10.501 eV

---

--- two ---
ORCA calculation (ωB97M-V/def2-TZVPD) on C5H7FO2 in the gas phase.

Atoms and positions in Å:
C 1.43545 -0.03424 -1.51410
C 1.29133 0.18341 -0.19935
F 2.10968 0.95599 0.51420
C 0.14320 -0.17025 0.66744
C -0.46394 1.15147 1.28894
O -1.62716 1.43730 1.20400
C -0.91111 -1.00386 -0.00741
O -1.63219 -0.30438 -0.99002
H 0.80611 -0.71580 -1.97157
H 2.22093 0.38480 -2.07954
H 0.54619 -0.71904 1.49770
H 0.27136 1.78831 1.81723
H -1.62381 -1.45933 0.70334
H -0.43867 -1.85436 -0.50146
H -2.12737 0.36000 -0.42940

SMILES string: C=C(F)[C@@H](C=O)CO
Gap between HOMO and LUMO: 10.327 eV

---

The structure with the least stability is one.

---

--- one ---
ORCA calculation (ωB97M-V/def2-TZVPD) on a molecular structure, C42H45BN9O2PdS.

Atoms and positions in Å:
Pd 0.54943 -0.48522 -0.10365
C -4.87109 -0.79737 1.84103
C -3.48008 -1.31163 1.66891
C -2.92219 -2.48307 2.13025
C -1.58560 -2.44746 1.68118
N -1.36454 -1.33547 0.99556
N -2.52725 -0.63575 0.98800
B -2.65663 0.74365 0.30493
N -2.55419 0.59217 -1.24353
N -1.73207 -0.31775 -1.81460
C -2.05861 -0.37667 -3.09430
C -3.10968 0.51087 -3.38337
C -3.40908 1.09684 -2.17398
C -4.47150 2.11172 -1.91029
C -1.43664 -1.36030 -3.99779
C -1.33166 -1.10510 -5.36464
C -0.78217 -2.04963 -6.21893
C -0.33192 -3.26206 -5.71416
C -0.43017 -3.52004 -4.35409
C -0.97927 -2.57752 -3.50010
N -1.67585 1.73352 1.01178
N -0.55845 1.29317 1.63756
C -0.10740 2.31624 2.35616
C -0.92234 3.44484 2.18773
C -1.91084 3.03104 1.33365
C -3.05185 3.83588 0.81370
C 1.02469 2.15459 3.27801
C 1.29681 0.90140 3.82829
C 2.32163 0.74350 4.74609
C 3.08942 1.83446 5.13606
C 2.82606 3.08409 4.59235
C 1.80172 3.24141 3.66872
C -0.49631 -3.41911 1.90775
C 0.71652 -3.28479 1.23271
C 1.75813 -4.16640 1.46121
C 1.60295 -5.20996 2.36712
C 0.39518 -5.36124 3.03465
C -0.64669 -4.47196 2.80765
H -5.45369 -1.51104 2.42358
H -5.36685 -0.65300 0.88000
H -4.88100 0.16144 2.36082
H -3.42163 -3.24631 2.70317
H -3.76136 1.16862 0.51124
H -3.61749 0.66346 -4.32164
H -5.12437 2.17304 -2.78127
H -4.05224 3.10215 -1.74083
H -5.07786 1.85698 -1.04189
H -1.67514 -0.15305 -5.75331
H -0.69793 -1.83535 -7.27774
H 0.10459 -3.99973 -6.37664
H -0.06067 -4.45300 -3.94805
H -1.03301 -2.75727 -2.43427
H -0.82895 4.41820 2.64063
H -3.13915 4.75194 1.39815
H -3.99621 3.29542 0.87024
H -2.89381 4.12337 -0.22661
H 0.68498 0.06108 3.52242
H 2.51260 -0.23594 5.16975
H 3.88478 1.71011 5.86050
H 3.42046 3.94117 4.88643
H 1.60538 4.21528 3.23540
H 0.79983 -2.46508 0.51161
H 2.68939 -4.03928 0.92176
H 2.41549 -5.90412 2.54531
H 0.26297 -6.17372 3.73924
H -1.58141 -4.58908 3.34289
C 7.91005 -0.04066 -0.34543
C 6.47961 -0.16955 -0.79529
C 5.83167 -1.40044 -0.77766
C 4.50659 -1.52140 -1.16821
C 3.81154 -0.39789 -1.58311
C 4.43940 0.83922 -1.62217
C 5.76574 0.94493 -1.22977
S 2.07562 -0.63681 -2.00874
C 2.07821 0.25703 -3.56267
O 2.00281 -2.07831 -2.39988
H 8.49585 -0.91696 -0.62623
H 7.97755 0.05908 0.74113
H 8.38270 0.83826 -0.78483
H 6.37596 -2.28267 -0.45691
H 3.99942 -2.47748 -1.17338
H 3.90144 1.72559 -1.93043
H 6.25598 1.91203 -1.27120
H 2.84049 -0.19998 -4.19173
H 2.26296 1.31634 -3.39094
H 1.08674 0.11703 -3.99006
C 5.44156 1.30656 2.42719
N 4.42065 1.95122 1.65237
C 4.62408 3.24165 1.04787
C 3.45218 3.30613 0.06363
O 3.26431 4.24832 -0.68445
N 2.72114 2.15660 0.15415
C 3.33164 1.38233 1.04678
N 2.95922 0.13560 1.31875
H 6.31097 1.03752 1.81313
H 5.06829 0.40211 2.90272
H 5.76891 1.96976 3.22903
H 5.57344 3.30573 0.50569
H 4.57191 4.05896 1.77128
H 1.98422 -0.22404 1.02825
H 3.38156 -0.28778 2.12779

Gap between HOMO and LUMO: 6.166 eV
Charge: -1

---

--- two ---
ORCA calculation (ωB97M-V/def2-TZVPD) on a molecular structure, C42H45BN9O2PdS.

Atoms and positions in Å:
Pd -0.20030 -0.53946 -0.03175
C -5.70317 -1.30322 -1.54712
C -4.55055 -1.32904 -0.59774
C -4.52750 -1.72524 0.72432
C -3.18905 -1.53751 1.14166
N -2.48735 -1.06111 0.12859
N -3.29564 -0.93098 -0.92262
B -2.71802 -0.38832 -2.24943
N -1.63847 -1.38771 -2.75360
N -0.84391 -2.06551 -1.90532
C -0.25542 -3.03087 -2.61045
C -0.65802 -2.94689 -3.95934
C -1.54395 -1.89669 -4.00591
C -2.25967 -1.37107 -5.20648
C 0.56784 -4.10456 -2.04406
C 1.59073 -4.67688 -2.79861
C 2.33876 -5.73231 -2.30001
C 2.05440 -6.25141 -1.04513
C 1.03141 -5.69327 -0.29150
C 0.30056 -4.62471 -0.77918
N -2.19962 1.05602 -1.97218
N -1.74970 1.44164 -0.76908
C -1.68440 2.77391 -0.79176
C -2.04962 3.25119 -2.06668
C -2.38404 2.12705 -2.78290
C -2.89304 2.06702 -4.18505
C -1.44596 3.61034 0.38464
C -1.71064 3.13302 1.67064
C -1.54460 3.95157 2.77606
C -1.12219 5.26597 2.62069
C -0.87036 5.75505 1.34678
C -1.03351 4.93635 0.24087
C -2.52437 -1.76100 2.42911
C -1.13154 -1.61074 2.50777
C -0.49249 -1.79093 3.72209
C -1.21019 -2.14349 4.85968
C -2.58495 -2.30589 4.78147
C -3.23798 -2.10557 3.57494
H -6.59738 -1.66340 -1.04089
H -5.51107 -1.93669 -2.41477
H -5.89082 -0.29058 -1.90823
H -5.35604 -2.10769 1.29749
H -3.59164 -0.32446 -3.06364
H -0.38788 -3.60727 -4.76725
H -2.15822 -2.08506 -6.02246
H -1.83268 -0.42015 -5.52986
H -3.31872 -1.20870 -5.00668
H 1.81362 -4.28023 -3.78290
H 3.15081 -6.14348 -2.88824
H 2.63774 -7.07833 -0.65827
H 0.81374 -6.09424 0.69064
H -0.47340 -4.16237 -0.18121
H -2.10998 4.27353 -2.40176
H -3.19131 3.06575 -4.49984
H -3.75174 1.40099 -4.26214
H -2.12127 1.70426 -4.86593
H -2.05424 2.11111 1.78071
H -1.75997 3.57160 3.76820
H -0.99878 5.90809 3.48443
H -0.54789 6.78166 1.21676
H -0.83191 5.32270 -0.75061
H -0.58117 -1.37871 1.55287
H 0.57978 -1.66544 3.79931
H -0.69754 -2.30002 5.80140
H -3.14997 -2.58916 5.66171
H -4.31443 -2.21934 3.52262
C 5.34008 1.64681 3.96141
C 4.61631 0.89318 2.87683
C 3.71610 -0.11612 3.21103
C 3.01329 -0.78019 2.22211
C 3.17544 -0.44435 0.88791
C 4.07515 0.54965 0.54123
C 4.79865 1.19934 1.53374
S 2.09478 -1.37025 -0.26151
C 3.51931 -1.81292 -1.34291
O 1.84174 -2.60770 0.51257
H 5.57955 0.98641 4.79500
H 4.70545 2.44838 4.34872
H 6.26206 2.09534 3.59183
H 3.56447 -0.38393 4.25108
H 2.32770 -1.58481 2.44948
H 4.21881 0.83072 -0.49556
H 5.52655 1.95296 1.25123
H 4.26971 -2.30207 -0.72441
H 3.90560 -0.91762 -1.82719
H 3.13379 -2.50726 -2.08467
C 2.50982 3.88382 1.84616
N 2.09546 3.31457 0.59401
C 2.62804 3.75552 -0.66648
C 2.15227 2.61944 -1.61170
O 2.41700 2.59685 -2.79778
N 1.46144 1.71473 -0.87190
C 1.46284 2.12405 0.39442
N 0.91437 1.41652 1.38195
H 3.56119 3.65543 2.05335
H 1.89946 3.49453 2.65839
H 2.37691 4.96660 1.81577
H 3.72093 3.82284 -0.65876
H 2.21209 4.71928 -0.97450
H 0.17592 0.65577 1.02823
H 0.81655 1.84538 2.28607

Gap between HOMO and LUMO: 5.966 eV
Charge: -1

---

The structure with the least stability is two.

---

--- one ---
ORCA calculation (ωB97M-V/def2-TZVPD) on 3 unconnected molecules or ions with the total composition C3H10NO4.

Atoms and positions in Å:
C -0.81955 2.10960 -1.37339
C -0.79522 1.52706 -0.04753
C 0.04378 0.27212 -0.15506
O 0.91603 0.12789 -1.04798
O -0.45199 -0.65474 0.50589
N -1.49237 1.23364 -2.34697
H -1.35417 3.16899 -1.39531
H 0.22155 2.34469 -1.65086
H -0.77470 2.35561 0.72535
H -1.80538 1.18588 0.19406
H -2.47514 0.92581 -2.07263
H -0.99758 0.43550 -2.50446
H 0.07334 -1.29364 2.09581
H 1.45147 -1.22294 2.75356
O 0.51371 -1.35478 2.98910
H 1.03671 -2.16995 1.08719
H 1.83635 -2.41864 -0.09916
O 1.85476 -2.54331 0.89689

Gap between HOMO and LUMO: 9.070 eV
Charge: -1

---

--- two ---
ORCA calculation (ωB97M-V/def2-TZVPD) on 3 unconnected molecules or ions with the total composition C3H10NO4.

Atoms and positions in Å:
O -1.71266 1.20503 2.54172
C -0.91752 0.53986 1.92555
C -1.27733 -0.27671 0.69556
N -1.35403 0.57068 -0.49906
C 0.00327 1.02659 -0.87754
O 0.99049 0.08133 -0.85772
H 0.12406 0.44548 2.28618
H -2.24444 -0.70272 0.90741
H -0.49160 -1.03166 0.57236
H -1.72562 0.02878 -1.26926
H 0.25662 1.83318 -0.16372
H -0.07972 1.49875 -1.85107
H 0.76947 -1.51911 -1.53380
H -0.63065 -1.92853 -1.80987
O 0.25622 -2.28800 -1.90604
H 1.98430 0.30260 0.17647
H 3.32525 -0.25762 0.74316
O 2.72389 0.47207 0.91967

Gap between HOMO and LUMO: 8.430 eV
Charge: -1

---

The structure with the least stability is two.